# 1
Below is one molecule with the formula C5H14N2O at a distorted geometry, with properties calculated with ωB97M-V with the def2-TZVPD basis set.

ORCA input file:
```
! RIJCOSX wB97M-V def2-TZVPD def2/J DEFGRID3
* xyz 0 1
N -0.221 1.573 -1.298
H -1.133 -2.245 0.268
C -0.651 -0.168 0.624
H 0.088 1.777 1.174
C 0.106 0.731 1.472
H 2.217 -0.340 -0.467
H 2.028 1.308 -0.364
C -0.601 -1.630 0.993
C 0.043 -0.827 -1.905
H -1.207 1.495 -1.513
H -1.028 -1.003 -1.984
H 0.264 1.951 -2.107
H 0.426 -1.980 1.089
H 1.071 0.347 1.808
N 1.757 0.470 -0.862
H 0.529 -1.753 -1.604
H 0.436 -0.566 -2.890
C 0.336 0.300 -0.915
H -1.663 0.186 0.437
H -1.113 -1.763 1.945
H -0.854 1.506 3.252
O -0.829 0.631 2.846
*
```

Calculated values
Structure (SMILES): C[C@@H](CO)C(C)(N)N
Gap between HOMO and LUMO (eV): 9.38
LUMO (hartree): 0.0345



# 2
Below is C53H40CaIN2O6P2S as an isolated structure at a distorted geometry, with properties calculated with ωB97M-V with the def2-TZVPD basis set.

ORCA input file:
```
! RIJCOSX wB97M-V def2-TZVPD def2/J DEFGRID3
* xyz -2 2
C 13.070 9.685 13.544
C 13.743 13.779 14.348
I 5.764 11.561 16.715
C 12.388 10.099 14.528
C 11.910 10.425 22.535
C 15.219 12.211 15.470
C 16.332 7.705 20.053
H 14.437 16.651 20.445
C 13.609 8.174 10.269
C 8.723 7.710 20.894
H 9.140 13.227 13.597
H 17.009 9.611 20.762
O 16.007 9.006 16.181
H 14.060 15.297 16.372
C 14.336 16.055 18.385
H 11.560 9.422 22.762
C 10.528 6.461 21.890
C 12.080 11.345 23.550
C 15.145 9.181 12.427
P 12.858 12.676 16.757
H 12.822 14.374 14.311
C 10.655 14.379 16.984
C 13.365 14.444 21.709
C 13.626 14.642 20.205
C 14.171 15.857 19.743
C 11.021 8.361 20.510
H 11.365 15.360 21.711
C 13.995 12.878 15.385
H 9.182 10.984 14.984
H 7.909 9.602 14.659
H 12.643 13.354 24.103
H 11.872 8.755 11.462
C 14.021 7.544 16.815
N 16.237 7.221 8.146
O 12.761 7.619 17.010
C 9.169 6.641 21.665
C 10.741 12.997 14.984
C 13.783 8.843 20.051
C 12.158 10.794 21.214
H 13.048 7.748 9.425
C 8.903 14.534 15.310
C 11.304 13.424 16.201
C 15.247 6.958 19.632
H 7.660 7.852 20.711
C 9.087 9.502 16.439
C 13.974 7.512 19.683
C 13.983 15.098 17.449
H 15.470 13.909 22.151
C 16.141 9.019 20.467
H 11.835 11.056 24.565
P 12.154 9.618 19.885
C 9.922 11.098 18.038
H 16.898 8.674 11.226
C 12.961 8.696 11.364
H 15.112 15.644 22.291
N 8.786 8.308 17.008
H 7.999 7.744 16.675
S 8.522 11.775 18.383
H 8.977 15.699 17.135
H 10.885 5.617 22.479
C 12.821 13.031 21.981
H 14.745 10.626 20.799
C 16.184 12.423 14.485
C 12.335 15.489 22.216
C 8.702 10.049 15.280
C 9.642 8.601 20.355
O 10.088 10.140 17.144
C 15.032 8.180 10.235
H 11.086 14.722 17.931
H 15.406 11.487 16.287
H 16.714 13.496 12.687
H 11.261 12.243 14.373
H 9.112 8.103 17.966
H 14.791 16.982 18.051
Ca 12.299 9.824 16.820
C 13.499 13.880 17.879
C 11.448 7.334 21.342
H 12.506 7.255 21.624
C 14.953 8.994 16.825
H 8.465 5.939 22.117
C 12.515 12.639 23.288
H 13.116 6.913 19.339
O 12.826 12.408 19.605
O 14.465 9.945 17.519
C 12.585 12.107 20.937
H 17.327 7.262 20.105
C 15.940 13.307 13.430
H 15.398 5.957 19.213
H 17.118 11.866 14.550
H 12.691 16.499 21.980
H 12.179 15.417 23.298
C 9.470 14.928 16.529
C 14.713 14.633 22.481
C 15.712 7.650 9.098
C 14.716 13.962 13.369
O 14.645 6.484 16.715
H 15.667 9.522 13.329
C 13.318 13.647 19.265
C 9.553 13.574 14.547
C 14.885 9.587 20.479
H 8.009 15.052 14.940
C 15.798 8.701 11.312
C 13.731 9.188 12.429
H 14.566 14.530 23.574
H 9.319 9.530 19.890
H 14.491 14.619 12.535
*
```

Calculated values
Gap between HOMO and LUMO (alpha / beta) (eV): 5.83 / 5.87
LUMO (alpha / beta) (hartree): 0.1256 / 0.1202



# 3
Below is one molecule with the formula C5H7N at a distorted geometry, with properties calculated with ωB97M-V with the def2-TZVPD basis set.

ORCA input file:
```
! RIJCOSX wB97M-V def2-TZVPD def2/J DEFGRID3
* xyz 0 1
C -2.432 0.620 0.065
H -2.919 1.581 0.242
H -0.515 -1.897 -0.592
H 2.331 0.197 -0.638
N -2.674 -0.589 -0.002
H 1.322 -1.713 -0.506
C 1.555 0.886 -0.065
H 0.437 -1.556 1.018
C 0.208 0.189 -0.013
C -0.926 0.843 -0.063
H 1.416 1.974 -0.328
C 0.346 -1.310 -0.043
H 1.850 0.774 0.923
*
```

Calculated values
Gap between HOMO and LUMO (alpha / beta) (eV): 9.04 / 8.63
LUMO (alpha / beta) (hartree): -0.0114 / -0.0102



# 4
Below is C49H72GeN6OP3PtS as an isolated structure at a distorted geometry, with properties calculated with ωB97M-V with the def2-TZVPD basis set.

ORCA input file:
```
! RIJCOSX wB97M-V def2-TZVPD def2/J DEFGRID3
* xyz 4 2
H -1.253 -3.764 -3.689
C -3.338 1.520 -0.042
N -3.356 0.079 0.109
H -2.940 4.258 -0.660
H -0.051 4.887 0.081
H 1.394 -0.722 4.798
H 2.870 -3.541 -2.320
H -0.031 -0.251 -3.325
H 3.394 -1.937 -3.448
C -3.291 -4.846 1.003
H 5.287 2.485 0.492
H 2.777 4.702 -2.356
H 7.993 0.002 -0.811
H 1.463 2.635 -2.168
C -2.287 -3.060 -1.933
H -2.433 0.135 3.620
C -2.015 3.990 -0.137
H 2.566 -2.268 1.822
P 1.353 -1.425 -0.954
H 5.803 3.648 -0.761
H -3.594 0.519 -2.415
H -5.743 1.331 0.619
H 1.739 -2.214 -4.002
H 0.480 -3.597 -1.496
H 2.297 -4.545 -0.988
H -0.885 3.835 -3.216
H 1.544 2.799 1.961
C -2.791 -5.720 1.957
C 0.108 -2.588 -1.692
C 2.939 4.944 -0.221
H 1.172 0.973 -3.726
C -3.526 -2.982 -1.298
H 0.637 -2.059 2.352
C 2.064 0.397 3.004
H -7.604 -2.274 1.961
C -5.705 0.263 0.771
H -1.303 5.976 -0.498
H -4.027 -5.182 0.283
H -1.935 0.139 -2.888
H -2.106 5.193 1.634
H 1.605 -3.602 1.147
H -1.476 3.584 1.931
H 6.578 0.038 0.241
P -1.775 2.220 -0.686
H 2.769 0.003 -2.124
C 0.824 0.305 -2.937
H -1.712 2.930 -4.459
H 2.611 -0.781 -4.502
P 0.385 0.274 2.222
H 3.176 1.146 1.273
C -5.619 -2.529 1.183
H 5.623 -0.582 -1.956
C -2.252 2.270 -2.498
C 2.443 -1.456 -3.659
O 3.669 1.017 -0.876
H -5.610 -3.599 1.342
H -2.403 0.885 2.035
H 3.389 -0.555 1.541
H -5.656 -3.247 -1.447
H 2.886 4.862 1.934
C -0.915 4.960 -0.578
C 3.712 6.151 -0.290
H 3.104 -0.351 4.708
H 0.689 1.534 5.004
Pt 0.271 0.679 -0.054
C 3.256 0.395 2.050
H -0.597 -3.662 3.511
H 0.157 -2.424 -2.771
H -7.684 0.168 1.530
C -1.360 -3.966 2.808
C -1.836 -3.088 1.836
C -2.729 0.888 -2.963
C -0.335 1.264 4.763
N 4.327 7.118 -0.349
H -0.590 4.824 -1.605
H 2.449 -1.639 3.717
H -3.018 0.946 -4.013
H -2.759 1.859 3.466
C 1.781 3.146 -1.275
C 7.041 0.500 -0.634
H -5.515 -4.159 -3.738
N 1.431 2.611 -0.098
C 7.220 2.000 -0.423
C 1.947 -0.609 -2.485
S 4.830 1.645 -1.658
C -6.787 -0.387 1.291
C -0.231 -1.406 2.465
C 6.123 0.380 -1.844
H -0.982 1.974 5.280
C -2.206 -3.623 -3.197
C 2.583 4.395 1.007
H -4.120 1.857 -0.728
H -0.530 -1.457 3.520
H 3.351 -3.742 1.295
H 6.646 0.621 -2.771
H -3.216 3.850 1.711
H -1.475 -5.935 3.632
H 7.829 2.424 -1.223
N -1.234 -2.501 -1.184
H -3.145 -6.740 1.996
C -2.156 1.039 3.074
C -1.231 2.841 -3.484
H 0.447 0.958 -2.115
H -0.469 2.371 2.930
N -3.389 -2.524 0.082
N -1.298 -1.806 1.589
H 4.159 0.588 2.632
C -4.695 -3.334 -1.938
C -1.849 -5.265 2.869
C -4.613 -3.854 -3.227
C 2.525 4.302 -1.383
C -4.548 -1.896 0.612
H -0.375 2.192 -3.612
C 1.832 3.238 1.018
C -0.679 1.353 3.268
C -2.223 4.141 1.372
C -4.521 -0.476 0.461
C -6.744 -1.777 1.531
H -3.323 -4.451 -4.825
H 3.602 -1.840 -0.390
H -0.550 0.277 5.170
C 2.237 -0.650 4.117
C 5.817 2.603 -0.455
H -3.106 2.955 -2.484
H 2.032 1.392 3.456
H 3.984 -4.081 -1.078
C 2.737 -2.508 -0.347
C -3.378 -4.019 -3.835
C 2.543 -3.045 1.068
C 2.967 -3.730 -1.258
H -3.537 1.991 0.921
Ge -1.678 -1.084 -0.085
C -2.842 -3.539 0.985
H 7.720 2.226 0.518
*
```

Calculated values
Gap between HOMO and LUMO (alpha / beta) (eV): 4.67 / 4.65
LUMO (alpha / beta) (hartree): -0.4640 / -0.4652



# 5
Below is a 4-piece molecular cluster, C2H12NO4 overall at a distorted geometry, with properties calculated with ωB97M-V with the def2-TZVPD basis set.

ORCA input file:
```
! RIJCOSX wB97M-V def2-TZVPD def2/J DEFGRID3
* xyz 0 2
O 1.733 0.133 1.704
H 1.937 -0.447 -0.919
H 0.953 1.916 1.198
H -1.794 -1.096 -0.715
N 0.325 0.628 -0.277
C 1.356 1.070 0.660
H -0.458 2.070 -1.925
H -1.403 1.274 -2.795
H 0.563 -0.639 -2.008
H 0.939 -0.419 1.885
H -1.080 -1.103 2.697
H 2.263 1.244 0.098
H -1.580 -1.719 0.657
O -2.211 -1.723 -0.111
O -0.589 -1.457 1.925
H 0.574 -1.507 -0.395
C 0.858 -0.617 -0.954
H -0.503 0.368 0.271
O -0.968 2.129 -2.745
*
```

Calculated values
Gap between HOMO and LUMO (alpha / beta) (eV): 10.35 / 5.94
LUMO (alpha / beta) (hartree): 0.0034 / -0.1569



# 6
Below is one molecule with the formula C7H10N4O at a distorted geometry, with properties calculated with ωB97M-V with the def2-TZVPD basis set.

ORCA input file:
```
! RIJCOSX wB97M-V def2-TZVPD def2/J DEFGRID3
* xyz 0 1
C 3.786 -0.988 0.918
C 3.599 -0.166 -0.394
C 1.148 0.526 -0.184
H 0.391 2.710 0.167
H -4.731 0.290 0.945
H -0.976 -1.949 -0.326
C -1.446 0.077 -0.119
N -1.117 1.351 0.114
N -3.778 0.546 0.381
H 4.481 -1.744 0.752
H 3.413 -0.966 -1.127
N 0.740 -0.741 -0.395
C 0.183 1.642 -0.005
C -0.587 -0.959 -0.302
H 2.693 1.898 -0.290
C -2.854 -0.372 0.030
N 2.495 0.784 -0.241
O -3.105 -1.573 -0.174
H 4.436 0.529 -0.773
H 2.810 -1.350 1.181
H 4.353 -0.399 1.690
H -3.385 1.419 0.492
*
```

Calculated values
Structure (SMILES): CCNc1cnc(C(N)=O)cn1
Gap between HOMO and LUMO (eV): 8.87
LUMO (hartree): 0.0177



# 7
Below is one molecule with the formula CN2O3S at a distorted geometry, with properties calculated with ωB97M-V with the def2-TZVPD basis set.

ORCA input file:
```
! RIJCOSX wB97M-V def2-TZVPD def2/J DEFGRID3
* xyz 0 1
O 1.261 -1.131 0.340
N 0.106 -1.027 0.045
O 1.165 1.975 -0.467
C -0.468 0.297 -0.050
S -2.046 0.680 0.028
N 0.710 1.142 0.219
O -0.729 -1.935 -0.115
*
```

Calculated values
Structure (SMILES): O=NC(=S)[N+](=O)[O-]
Gap between HOMO and LUMO (alpha / beta) (eV): 7.10 / 7.10
LUMO (alpha / beta) (hartree): -0.0969 / -0.0968



# 8
Below is C39H50As2IN2O8PV as an isolated structure at a distorted geometry, with properties calculated with ωB97M-V with the def2-TZVPD basis set.

ORCA input file:
```
! RIJCOSX wB97M-V def2-TZVPD def2/J DEFGRID3
* xyz 2 2
H -0.521 4.473 2.104
H 2.908 4.881 -0.405
H 1.221 -0.423 1.133
H -0.056 -3.597 1.800
H -1.113 2.011 2.765
C -3.526 -3.961 0.422
H -0.279 -1.894 1.420
H 2.839 5.877 -1.893
H 2.569 2.187 3.903
H 1.411 4.219 3.411
C -2.677 -2.556 -1.339
H -1.911 2.863 1.625
C -2.160 -0.163 -0.812
H 5.962 3.469 -4.892
O 2.398 3.933 -2.179
C -0.455 0.571 -3.830
H -2.245 1.218 4.232
As 2.725 -0.070 -4.883
C -3.178 -3.773 -0.908
H 5.186 -0.294 -4.161
C -1.856 -1.462 3.492
H 0.098 1.185 -4.548
P -2.198 -0.408 2.016
C 1.132 -2.207 -1.439
I -1.462 3.037 -1.268
H -3.232 -2.360 6.454
V -0.687 0.967 0.279
C -2.513 -1.515 -0.427
H 6.355 4.027 -3.238
C -5.248 2.625 3.679
H -3.949 -4.899 0.743
H -3.749 2.890 5.193
C 1.960 2.208 2.997
H 5.392 -4.211 -3.101
H 0.033 -4.125 4.354
C -2.555 -2.375 5.615
H -6.346 0.127 0.813
H 1.060 -2.425 2.471
C -0.867 -2.450 3.401
H -0.346 -4.641 -2.760
As 0.559 0.437 -2.135
H 0.283 3.045 4.068
O 3.580 -3.284 -2.718
H 3.983 -4.952 -3.889
C -2.703 -1.445 4.603
H 1.696 1.089 0.757
H 0.448 -3.301 -3.644
C -0.726 -3.363 4.439
C -4.768 0.968 1.963
C 5.561 3.869 -3.961
H 1.385 -4.724 -3.117
O 0.800 -3.464 -1.588
H 2.215 0.095 3.024
H -3.505 -0.729 4.679
C 3.757 2.423 -4.204
H -1.434 -4.067 6.322
C 1.443 -1.276 -2.532
H -1.434 1.036 -3.688
C 0.895 3.284 3.192
C -5.599 1.931 2.539
C 2.373 -1.400 -3.478
H 4.846 -1.276 -5.610
H -2.932 0.535 -0.464
N 1.040 0.560 1.345
H -6.552 2.127 2.071
C 2.367 5.078 -1.330
H -3.559 -3.118 2.393
C 0.015 -2.589 2.207
H -5.928 3.347 4.102
H -4.805 -0.690 0.587
C 4.339 -4.472 -2.975
H 5.036 0.466 -5.767
C -4.029 2.370 4.290
O 1.110 -1.713 -0.315
O 1.786 2.604 -0.479
C -3.534 0.718 2.574
C -3.182 1.439 3.730
C 0.567 -4.052 -2.858
O 3.209 -3.013 -4.926
H 0.563 0.592 3.393
H -2.051 -0.084 -1.898
H -0.582 -0.430 -4.257
H 0.597 3.573 1.078
O 3.649 2.665 -5.382
H 4.217 -5.123 -2.114
C -1.556 -3.332 5.542
H 1.331 5.337 -1.100
O 4.655 2.925 -3.382
C 2.824 1.426 -3.627
C 3.096 -2.655 -3.779
C 2.074 2.783 -1.661
H -5.105 0.899 -0.144
N -1.009 2.434 1.840
C -2.804 -1.740 0.930
C 2.016 1.648 -2.591
C -3.316 -2.956 1.355
C 1.423 0.799 2.745
H 2.620 2.495 2.174
C 4.659 -0.323 -5.117
H -2.451 -2.394 -2.386
C -5.272 0.277 0.736
H 5.039 4.804 -4.172
C -0.009 3.513 1.985
H -3.326 -4.576 -1.614
*
```

Calculated values
Gap between HOMO and LUMO (alpha / beta) (eV): 6.13 / 7.78
LUMO (alpha / beta) (hartree): -0.2732 / -0.2139



What is the formula in the fourth record?
C49H72GeN6OP3PtS